{"formula": "C31H47BN8O4S3V", "method": "wB97M-V/def2-TZVPD", "e_lumo_ev": [2.1, 2.1], "multiplicity": 3, "total_charge": -1, "relative_energy_kcal_mol": 39.1, "homo_lumo_gap_ev": [5.9, 5.7], "symbols": ["V", "C", "C", "C", "C", "N", "C", "C", "N", "B", "N", "C", "C", "N", "C", "S", "C", "C", "C", "C", "N", "C", "C", "N", "C", "S", "C", "C", "C", "C", "C", "S", "H", "H", "H", "H", "H", "H", "H", "H", "H", "H", "H", "H", "H", "H", "H", "H", "H", "H", "H", "H", "H", "H", "H", "H", "H", "H", "H", "H", "H", "H", "H", "H", "H", "H", "O", "C", "O", "C", "C", "N", "N", "C", "C", "O", "O", "H", "H", "H", "C", "C", "C", "C", "C", "H", "H", "H", "H", "H", "H", "H", "H", "H", "H"], "positions_angstrom": [[1.309, -1.417, 0.268], [1.906, 5.552, 3.009], [2.059, 5.189, 1.509], [1.468, 6.302, 0.651], [3.529, 5.102, 1.089], [1.345, 3.896, 1.268], [0.223, 3.507, 2.068], [-0.315, 2.459, 1.459], [0.359, 2.197, 0.298], [-0.064, 0.990, -0.485], [-0.212, 1.260, -2.015], [-0.712, 2.444, -2.634], [-1.053, 2.056, -3.888], [-0.729, 0.681, -4.068], [-0.236, 0.195, -2.878], [2.673, -2.103, -1.483], [-1.141, -0.162, -5.233], [-0.782, 0.561, -6.530], [-2.654, -0.392, -5.128], [-0.338, -1.455, -5.179], [-1.500, 0.296, -0.017], [-2.778, 0.810, -0.439], [-3.734, 0.243, 0.288], [-3.110, -0.481, 1.324], [-1.738, -0.495, 1.028], [-0.564, -1.625, 1.740], [-3.833, -1.159, 2.475], [-2.853, -1.731, 3.495], [-4.798, -0.141, 3.090], [-4.643, -2.359, 1.912], [1.307, 3.177, 0.086], [2.283, 3.410, -1.220], [2.563, 6.389, 3.380], [2.169, 4.669, 3.665], [0.824, 5.764, 3.166], [1.881, 7.158, 1.141], [0.381, 6.300, 0.651], [1.818, 6.337, -0.388], [4.074, 5.833, 1.657], [3.704, 5.233, 0.021], [3.924, 4.134, 1.305], [-0.034, 4.001, 3.005], [-1.144, 1.840, 1.765], [0.828, 0.140, -0.536], [-0.680, 3.426, -2.231], [-1.270, 2.700, -4.695], [-1.192, 1.584, -6.504], [-1.214, 0.046, -7.412], [0.317, 0.591, -6.619], [-3.175, 0.561, -5.177], [-2.960, -0.902, -4.185], [-2.984, -0.986, -5.983], [0.724, -1.211, -5.333], [-0.663, -2.231, -5.916], [-0.294, -1.976, -4.195], [-2.800, 1.642, -1.122], [-4.791, 0.225, 0.048], [-2.123, -0.951, 3.788], [-2.373, -2.677, 3.110], [-3.378, -2.065, 4.398], [-4.304, 0.824, 3.267], [-5.169, -0.515, 4.081], [-5.671, -0.021, 2.455], [-3.965, -3.096, 1.560], [-5.328, -2.062, 1.075], [-5.157, -2.883, 2.676], [4.914, 0.346, 4.449], [4.400, -0.835, 4.758], [4.655, -1.356, 5.852], [3.549, -1.568, 3.789], [3.062, -2.835, 3.896], [2.380, -3.152, 2.729], [2.475, -2.106, 1.866], [3.138, -1.123, 2.488], [3.224, 0.192, 1.747], [3.557, 1.236, 2.351], [2.722, 0.126, 0.583], [4.588, 0.657, 3.570], [3.223, -3.516, 4.719], [2.102, -4.063, 2.358], [-0.068, -4.514, 0.167], [0.742, -4.203, -1.079], [2.002, -5.039, -1.001], [-0.101, -4.536, -2.334], [1.062, -2.702, -1.336], [-0.457, -5.564, 0.174], [-0.904, -3.840, 0.205], [0.523, -4.396, 1.083], [1.683, -6.054, -1.094], [2.519, -4.913, -0.009], [2.579, -4.870, -1.880], [-0.578, -5.501, -2.318], [0.492, -4.475, -3.273], [-0.907, -3.804, -2.414], [0.207, -2.215, -1.826]], "mulliken_spin": [2.183, 0.000, 0.000, 0.000, 0.000, -0.001, -0.003, -0.001, 0.013, -0.093, 0.003, 0.003, 0.000, -0.005, 0.010, -0.057, -0.003, 0.000, 0.000, -0.001, -0.003, -0.001, -0.001, -0.004, 0.057, 0.011, 0.001, -0.002, 0.000, -0.001, -0.004, -0.001, 0.000, 0.000, 0.000, 0.000, 0.000, 0.000, 0.000, 0.000, 0.000, 0.000, -0.003, 0.010, 0.000, 0.000, 0.000, 0.000, 0.000, 0.000, 0.000, 0.000, 0.000, 0.000, 0.006, 0.000, 0.000, 0.000, 0.001, 0.001, 0.000, 0.000, 0.000, 0.000, 0.000, 0.000, 0.000, -0.001, 0.000, -0.006, 0.008, 0.000, -0.014, 0.008, 0.022, 0.004, 0.008, 0.000, 0.002, -0.006, 0.044, 0.017, -0.004, -0.001, -0.234, 0.000, -0.015, -0.004, 0.001, -0.004, -0.003, -0.002, 0.001, -0.003, 0.067]}